No. 1
Below is a cluster of 4 separate species, C38H74ClN2O11S3 in total, with properties calculated with ωB97M-V/def2-TZVPD.

Element x y z (Å)
C1 -2.793 5.679 7.787
C2 -2.346 4.268 8.236
C3 -2.819 3.148 7.298
C4 -1.769 2.735 6.235
C5 -1.487 1.236 6.261
C6 -0.335 0.832 5.326
C7 -0.750 0.864 3.858
C8 0.169 0.086 2.876
C9 1.540 -0.345 3.410
C10 2.569 -0.493 2.262
C11 3.511 0.713 2.221
C12 4.438 0.764 1.001
C13 4.488 2.158 0.361
C14 4.845 2.194 -1.136
C15 3.653 2.517 -2.035
C16 2.424 1.619 -1.797
C17 1.757 1.148 -3.099
C18 0.584 2.058 -3.457
N1 -0.080 1.890 -4.776
C19 -0.026 3.044 -5.675
C20 0.894 2.841 -6.888
N2 1.954 1.902 -6.443
O1 3.068 1.844 -7.316
C21 4.176 2.629 -6.829
O2 5.192 2.068 -6.626
C22 3.910 4.081 -6.671
C23 4.001 4.961 -7.748
C24 3.745 6.310 -7.542
C25 3.400 6.779 -6.281
C26 3.319 5.905 -5.204
C27 3.579 4.553 -5.400
C28 1.376 0.544 -6.325
C29 0.111 0.643 -5.431
Cl1 -1.330 0.366 -6.531
H1 -3.288 5.637 6.820
H2 -1.949 6.357 7.692
H3 -3.492 6.106 8.500
H4 -2.761 4.071 9.221
H5 -1.262 4.250 8.313
H6 -3.064 2.265 7.885
H7 -3.724 3.452 6.777
H8 -2.150 2.983 5.243
H9 -0.841 3.281 6.399
H10 -1.165 0.975 7.271
H11 -2.374 0.673 5.990
H12 0.463 1.561 5.478
H13 0.013 -0.157 5.616
H14 -1.744 0.418 3.797
H15 -0.854 1.888 3.506
H16 0.319 0.685 1.976
H17 -0.362 -0.810 2.558
H18 1.936 0.383 4.111
H19 1.451 -1.316 3.888
H20 3.145 -1.410 2.369
H21 2.048 -0.538 1.304
H22 4.090 0.689 3.145
H23 2.892 1.610 2.286
H24 5.447 0.518 1.328
H25 4.147 0.008 0.272
H26 5.227 2.749 0.899
H27 3.530 2.655 0.517
H28 5.277 1.244 -1.449
H29 5.595 2.967 -1.291
H30 3.987 2.384 -3.065
H31 3.398 3.570 -1.900
H32 1.693 2.092 -1.146
H33 2.763 0.732 -1.264
H34 1.388 0.130 -2.958
H35 2.529 1.077 -3.873
H36 0.919 3.092 -3.383
H37 -0.160 1.943 -2.670
H38 -1.021 3.248 -6.070
H39 0.277 3.935 -5.137
H40 1.336 3.772 -7.226
H41 0.376 2.393 -7.729
H42 2.279 2.236 -5.528
H43 4.277 4.587 -8.723
H44 3.821 6.988 -8.378
H45 3.189 7.825 -6.121
H46 3.065 6.250 -4.214
H47 3.542 3.878 -4.555
H48 2.124 -0.096 -5.865
H49 1.139 0.219 -7.329
H50 0.087 -0.192 -4.744
O3 -1.451 -5.256 -2.415
S1 -0.467 -5.680 -3.365
O4 0.861 -5.152 -3.300
O5 -1.048 -5.444 -4.827
C30 -1.566 -4.133 -5.125
C31 -0.459 -3.133 -5.396
C32 -0.402 -7.435 -3.418
H51 -2.217 -3.804 -4.314
H52 -2.182 -4.272 -6.010
H53 0.117 -2.928 -4.491
H54 -0.889 -2.200 -5.765
H55 0.232 -3.522 -6.144
H56 -1.413 -7.819 -3.516
H57 0.043 -7.762 -2.480
H58 0.218 -7.737 -4.257
O6 -1.089 -7.681 3.504
S2 -0.105 -8.178 2.591
O7 1.243 -7.709 2.677
O8 -0.639 -7.971 1.108
C33 -1.108 -6.646 0.757
C34 0.027 -5.685 0.482
C35 -0.113 -9.935 2.597
H59 -1.766 -6.277 1.544
H60 -1.713 -6.789 -0.136
H61 0.591 -5.465 1.386
H62 -0.370 -4.752 0.085
H63 0.723 -6.106 -0.246
H64 -1.136 -10.282 2.485
H65 0.296 -10.249 3.555
H66 0.515 -10.290 1.784
O9 -4.956 0.230 6.495
S3 -5.499 -0.762 5.619
O10 -4.947 -0.944 4.311
O11 -7.066 -0.539 5.506
C36 -7.529 0.786 5.160
C37 -7.396 1.079 3.680
C38 -5.550 -2.311 6.447
H67 -6.999 1.521 5.767
H68 -8.574 0.800 5.463
H69 -6.350 1.149 3.382
H70 -7.884 2.026 3.449
H71 -7.858 0.288 3.091
H72 -6.010 -2.171 7.421
H73 -4.521 -2.647 6.555
H74 -6.117 -3.014 5.842

Properties
Kohn-Sham gap ... 8.565 eV
Total charge ... +1
Highest occupied orbital energy ... -11.389 eV
LUMO level ... -2.82 eV

Löwdin atomic charge list, values in e, 5 entries: -0.10, -0.25, -0.21, -0.20, -0.22

***

No. 2
Below is a cluster of 13 separate species, C34H66N4O9S in total, with properties calculated with ωB97M-V/def2-TZVPD.

Element x y z (Å)
C1 2.012 1.084 -2.551
C2 1.560 1.232 -3.950
N1 1.175 1.333 -5.024
H1 2.981 1.567 -2.444
H2 2.145 0.013 -2.403
H3 1.305 1.475 -1.835
C3 -1.142 -5.189 -3.953
C4 -1.026 -3.802 -3.510
N2 -0.930 -2.714 -3.158
H4 -2.199 -5.392 -4.130
H5 -0.732 -5.836 -3.181
H6 -0.645 -5.389 -4.900
C5 -2.671 0.310 -3.757
C6 -4.097 0.427 -3.951
N3 -5.224 0.545 -4.109
H7 -2.381 0.133 -2.726
H8 -2.208 1.229 -4.129
H9 -2.262 -0.476 -4.393
C7 -6.756 1.245 -1.340
C8 -5.376 0.847 -1.032
N4 -4.307 0.516 -0.778
H10 -7.348 0.431 -1.743
H11 -6.664 2.063 -2.055
H12 -7.234 1.637 -0.443
C9 -0.516 -0.898 -0.415
S1 -0.090 0.444 0.740
O1 1.326 0.764 0.353
C10 -1.066 1.714 -0.138
H13 0.054 -1.810 -0.250
H14 -0.590 -0.541 -1.436
H15 -1.536 -1.215 -0.152
H16 -2.113 1.662 0.164
H17 -1.077 1.698 -1.228
H18 -0.656 2.671 0.177
C11 2.248 1.841 3.234
C12 3.285 1.940 4.321
O2 3.004 2.405 5.406
C13 4.719 1.544 4.036
H19 2.716 1.724 2.259
H20 1.746 2.811 3.196
H21 1.543 1.035 3.423
H22 5.077 2.157 3.204
H23 4.769 0.517 3.672
H24 5.344 1.688 4.910
C14 4.113 -0.432 0.305
C15 5.616 -0.329 0.440
O3 6.090 0.535 1.135
C16 6.424 -1.508 -0.042
H25 3.661 0.274 -0.389
H26 3.671 -0.221 1.276
H27 3.826 -1.421 -0.059
H28 7.459 -1.521 0.294
H29 6.436 -1.572 -1.133
H30 5.953 -2.424 0.320
C17 1.531 4.568 0.324
C18 2.504 4.095 -0.722
O4 2.347 4.286 -1.912
C19 3.773 3.501 -0.233
H31 2.027 5.133 1.113
H32 1.162 3.640 0.773
H33 0.725 5.172 -0.082
H34 4.319 4.213 0.388
H35 4.420 3.252 -1.074
H36 3.615 2.562 0.304
C20 -1.401 6.537 -1.668
C21 -1.458 5.124 -2.185
O5 -2.189 4.282 -1.704
C22 -0.617 4.789 -3.376
H37 -2.077 6.629 -0.820
H38 -1.719 7.238 -2.439
H39 -0.376 6.757 -1.370
H40 0.448 5.017 -3.317
H41 -0.940 5.456 -4.190
H42 -0.757 3.773 -3.735
C23 1.710 -4.613 -0.925
C24 2.959 -4.821 -0.111
O6 3.798 -3.969 0.031
C25 3.008 -6.162 0.600
H43 1.742 -3.687 -1.503
H44 0.881 -4.530 -0.216
H45 1.518 -5.388 -1.666
H46 2.806 -6.995 -0.074
H47 2.209 -6.204 1.346
H48 3.963 -6.285 1.104
C26 -3.525 1.353 2.727
C27 -4.434 1.807 3.828
O7 -4.101 2.669 4.608
C28 -5.863 1.281 3.849
H49 -4.035 1.322 1.763
H50 -3.199 0.327 2.940
H51 -2.618 1.952 2.695
H52 -6.506 1.988 3.318
H53 -6.226 1.294 4.875
H54 -5.972 0.321 3.345
C29 3.816 -3.969 3.628
C30 3.083 -2.656 3.385
O8 3.488 -1.628 3.872
C31 1.807 -2.699 2.572
H55 4.406 -3.942 4.544
H56 4.536 -4.143 2.826
H57 3.109 -4.796 3.701
H58 1.356 -1.720 2.754
H59 1.118 -3.451 2.953
H60 2.020 -2.757 1.505
C32 -4.410 -2.650 -1.497
C33 -5.728 -2.587 -0.745
O9 -6.788 -2.519 -1.318
C34 -5.660 -2.726 0.753
H61 -4.509 -2.375 -2.545
H62 -3.946 -3.631 -1.377
H63 -3.687 -1.929 -1.106
H64 -5.269 -1.801 1.182
H65 -4.965 -3.504 1.083
H66 -6.648 -3.024 1.095

Properties
Kohn-Sham gap ... 8.650 eV
Total charge ... 0
Highest occupied orbital energy ... -8.804 eV
LUMO level ... -0.15 eV

Löwdin atomic charge list, values in e, 5 entries: -0.07, -0.27, 0.12, 0.07, 0.08

***

No. 3
Below is a cluster of 4 separate species, C2H11NO3 in total, with properties calculated with ωB97M-V/def2-TZVPD.

Element x y z (Å)
C1 1.077 0.205 0.801
N1 0.803 -1.035 0.153
C2 -0.362 -1.591 0.691
O1 0.287 -0.182 -2.085
H1 2.126 0.443 0.725
H2 0.918 -0.010 1.870
H3 0.397 1.038 0.473
H4 0.597 -0.803 -0.959
H5 -0.661 -2.325 -0.076
H6 -1.173 -0.833 0.877
H7 -0.164 -2.248 1.524
H8 0.122 1.177 -1.518
H9 -0.780 2.479 -1.281
O2 0.069 2.088 -1.034
H10 1.053 -0.209 -2.674
H11 -2.470 1.252 1.122
O3 -1.839 0.555 1.391

Properties
Kohn-Sham gap ... 5.242 eV
Total charge ... 0
Highest occupied orbital energy ... -9.355 eV
LUMO level ... -4.11 eV

natural (NBO) atomic charge list, values in e, 5 entries: -0.49, -0.17, -0.47, -0.98, 0.22

***

No. 4
Below is an isolated molecule of C13H14N2O4S2, with properties calculated with ωB97M-V/def2-TZVPD.

Element x y z (Å)
C1 6.197 0.556 -0.142
C2 4.883 -0.076 0.109
N1 3.898 0.486 0.708
C3 2.801 -0.315 0.778
C4 1.546 0.240 1.378
N2 1.161 1.500 0.773
S1 0.767 1.396 -0.862
O1 0.524 2.739 -1.293
O2 1.720 0.612 -1.599
C5 -0.763 0.486 -0.751
C6 -0.833 -0.806 -1.238
C7 -2.022 -1.501 -1.137
C8 -3.131 -0.908 -0.541
C9 -3.035 0.390 -0.014
C10 -1.840 1.088 -0.137
O3 -4.081 0.989 0.629
C11 -5.113 0.095 0.986
C12 -5.428 -0.837 -0.182
O4 -4.295 -1.621 -0.495
C13 2.962 -1.546 0.227
S2 4.543 -1.712 -0.422
H1 6.269 1.478 0.429
H2 7.006 -0.116 0.137
H3 6.299 0.789 -1.202
H4 1.683 0.413 2.450
H5 0.720 -0.461 1.232
H6 1.879 2.203 0.892
H7 0.040 -1.234 -1.703
H8 -2.126 -2.503 -1.521
H9 -1.757 2.092 0.241
H10 -5.975 0.708 1.250
H11 -4.805 -0.503 1.854
H12 -6.226 -1.537 0.069
H13 -5.719 -0.239 -1.055
H14 2.252 -2.344 0.154

Properties
Kohn-Sham gap ... 9.384 eV
Total charge ... 0
Highest occupied orbital energy ... -8.778 eV
LUMO level ... 0.61 eV

natural (NBO) atomic charge list, values in e, 5 entries: -0.66, 0.10, -0.47, 0.11, -0.26

***

No. 5
Below is an isolated molecule of C17H19N5O3, with properties calculated with ωB97M-V/def2-TZVPD.

Element x y z (Å)
N1 -0.265 3.781 -0.390
C1 0.008 2.760 0.627
C2 -1.170 1.833 0.889
C3 -1.768 1.251 -0.390
C4 -3.079 1.091 -0.635
N2 -3.130 0.513 -1.901
C5 -1.937 0.459 -2.377
N3 -0.979 0.849 -1.487
C6 1.440 1.925 0.634
O1 2.196 2.234 1.618
N4 1.768 1.066 -0.404
C7 2.834 0.183 -0.451
C8 2.714 -0.943 0.696
C9 1.368 -1.254 1.316
C10 0.801 -0.953 2.518
N5 -0.505 -1.044 2.590
C11 -0.910 -1.670 1.428
C12 -2.210 -2.190 1.198
C13 -2.486 -2.645 -0.070
C14 -1.385 -2.718 -1.006
C15 -0.134 -2.238 -0.705
C16 0.206 -1.714 0.594
C17 3.099 -0.598 -1.699
O2 2.245 -0.745 -2.512
O3 4.250 -1.309 -1.725
H1 0.410 4.499 -0.502
H2 -0.345 3.296 -1.268
H3 0.163 3.296 1.565
H4 -0.773 1.144 1.693
H5 -1.992 2.408 1.342
H6 -3.994 1.560 -0.149
H7 -3.840 -0.089 -2.283
H8 -1.734 -0.050 -3.314
H9 1.019 0.927 -1.013
H10 3.805 0.667 -0.154
H11 3.233 -0.555 1.566
H12 3.281 -1.848 0.320
H13 1.258 -0.697 3.424
H14 -1.068 -0.994 3.533
H15 -3.000 -1.923 1.895
H16 -3.469 -2.944 -0.473
H17 -1.363 -3.030 -2.076
H18 0.586 -2.355 -1.465
H19 4.853 -1.238 -1.000

Properties
Kohn-Sham gap ... 8.494 eV
Total charge ... 0
Highest occupied orbital energy ... -7.898 eV
LUMO level ... 0.60 eV

natural (NBO) atomic charge list, values in e, 5 entries: -0.83, -0.11, -0.45, 0.11, -0.13

***

No. 6
Below is a cluster of 10 separate species, C37H103N9O10 in total, with properties calculated with ωB97M-V/def2-TZVPD.

Element x y z (Å)
C1 3.649 -6.092 -1.916
O1 3.047 -5.225 -2.835
C2 1.700 -4.812 -2.579
C3 1.159 -4.149 -3.784
C4 1.947 -2.847 -3.842
N1 -0.278 -3.722 -3.559
H1 4.345 -6.712 -2.514
H2 2.966 -6.918 -1.529
H3 4.131 -5.624 -1.066
H4 1.137 -5.783 -2.267
H5 1.646 -4.100 -1.717
H6 1.287 -4.770 -4.681
H7 1.731 -2.289 -4.748
H8 2.987 -2.883 -3.908
H9 1.792 -2.235 -2.900
H10 -0.338 -2.883 -2.911
H11 -0.850 -4.540 -3.317
C5 5.553 -1.759 2.384
O2 4.524 -1.382 1.475
C6 4.992 -0.481 0.495
C7 4.114 -0.704 -0.668
C8 4.536 0.059 -1.946
N2 2.680 -0.388 -0.379
H12 6.449 -1.053 2.325
H13 5.839 -2.803 2.230
H14 5.201 -1.747 3.365
H15 4.957 0.533 0.853
H16 6.035 -0.712 0.169
H17 4.174 -1.822 -1.003
H18 4.752 1.112 -1.809
H19 3.773 0.093 -2.750
H20 5.452 -0.386 -2.308
H21 2.532 -0.778 0.566
H22 2.520 0.621 -0.297
C9 2.883 -4.528 1.325
O3 3.687 -5.509 1.958
C10 2.819 -6.637 2.201
C11 3.642 -7.869 2.611
C12 4.890 -7.957 1.602
N3 2.819 -9.069 2.503
H23 2.174 -4.169 2.086
H24 2.217 -4.826 0.488
H25 3.557 -3.727 1.125
H26 2.062 -6.404 2.910
H27 2.295 -6.807 1.271
H28 4.070 -7.739 3.601
H29 5.613 -8.775 1.774
H30 5.483 -7.035 1.490
H31 4.537 -8.154 0.552
H32 3.085 -9.721 3.240
H33 2.983 -9.600 1.674
C13 0.835 1.110 -4.438
O4 -0.530 1.304 -3.945
C14 -0.981 0.183 -3.183
C15 -2.476 0.327 -2.963
C16 -2.917 -0.716 -2.004
N4 -3.210 0.123 -4.210
H34 1.501 0.720 -3.673
H35 1.193 1.984 -4.940
H36 0.802 0.400 -5.243
H37 -0.831 -0.748 -3.748
H38 -0.347 0.093 -2.289
H39 -2.740 1.313 -2.584
H40 -2.347 -1.558 -2.277
H41 -3.939 -0.946 -2.169
H42 -2.660 -0.481 -0.954
H43 -3.324 -0.887 -4.407
H44 -2.804 0.624 -4.999
C17 -1.301 2.676 -0.225
O5 -0.971 3.722 0.677
C18 -1.962 4.663 0.790
C19 -2.080 5.543 -0.445
C20 -0.906 6.432 -0.810
N5 -3.319 6.350 -0.184
H45 -0.509 1.936 -0.079
H46 -1.294 3.039 -1.239
H47 -2.285 2.224 -0.057
H48 -3.027 4.293 0.903
H49 -1.735 5.239 1.723
H50 -2.324 4.781 -1.245
H51 -0.893 7.336 -0.198
H52 -0.935 6.728 -1.899
H53 0.052 5.920 -0.745
H54 -3.495 6.893 -0.992
H55 -4.025 5.659 -0.097
C21 2.298 3.245 -2.283
O6 2.107 4.523 -1.736
C22 3.117 5.210 -1.067
C23 4.000 6.012 -2.117
C24 3.191 6.926 -3.039
N6 4.787 5.045 -2.897
H56 2.075 2.451 -1.507
H57 3.136 3.033 -2.894
H58 1.390 3.034 -2.902
H59 2.552 6.034 -0.507
H60 3.754 4.525 -0.539
H61 4.625 6.726 -1.597
H62 2.286 6.443 -3.412
H63 3.837 7.061 -3.884
H64 2.926 7.835 -2.528
H65 5.271 4.435 -2.241
H66 5.516 5.537 -3.346
C25 0.128 -0.224 4.785
O7 0.376 1.110 4.341
C26 0.763 1.239 2.994
C27 1.805 2.338 2.787
C28 1.514 3.618 3.556
N7 1.953 2.519 1.297
H67 1.110 -0.719 4.617
H68 -0.714 -0.704 4.265
H69 -0.080 -0.176 5.845
H70 1.244 0.309 2.564
H71 -0.171 1.429 2.383
H72 2.819 1.960 3.079
H73 0.628 4.127 3.149
H74 2.398 4.332 3.505
H75 1.468 3.359 4.570
H76 2.761 3.012 1.110
H77 1.129 3.031 0.876
C29 -4.421 -3.363 0.378
O8 -4.254 -2.713 1.633
C30 -5.441 -2.506 2.440
C31 -5.123 -1.485 3.580
C32 -4.231 -2.152 4.628
N8 -6.377 -0.952 4.105
H78 -5.329 -4.062 0.559
H79 -3.503 -3.911 0.102
H80 -4.762 -2.687 -0.376
H81 -6.327 -2.262 1.813
H82 -5.650 -3.522 2.912
H83 -4.644 -0.609 3.082
H84 -4.841 -2.953 5.026
H85 -3.904 -1.482 5.454
H86 -3.334 -2.598 4.168
H87 -6.268 -0.817 5.083
H88 -6.576 -0.071 3.617
C33 -7.513 5.273 0.235
O9 -7.001 3.977 0.305
C34 -5.622 3.829 0.591
C35 -5.360 2.378 1.157
C36 -5.108 1.409 0.018
N9 -6.190 1.899 2.176
H89 -6.913 5.834 -0.548
H90 -7.373 5.757 1.227
H91 -8.550 5.216 -0.075
H92 -4.966 3.944 -0.323
H93 -5.339 4.525 1.292
H94 -4.344 2.427 1.570
H95 -4.464 0.497 0.251
H96 -4.793 1.936 -0.882
H97 -6.100 0.884 -0.234
H98 -6.186 2.550 2.931
H99 -7.175 1.894 1.814
C37 -0.380 -2.766 0.231
O10 -0.118 -1.952 -0.852
H100 -0.283 -2.181 1.167
H101 -1.391 -3.116 0.128
H102 0.205 -3.692 0.271
H103 0.774 -1.585 -0.770

Properties
Kohn-Sham gap ... 9.305 eV
Total charge ... 0
Highest occupied orbital energy ... -8.795 eV
LUMO level ... 0.51 eV

Löwdin atomic charge list, values in e, 5 entries: -0.13, -0.19, -0.24, -0.40, -0.07

***

no.,total energy (hartree)
1,-4083.85980
2,-2629.38877
3,-362.99996
4,-1710.61030
5,-1158.67931
6,-2716.39576